No. 1
Molecular formula: C32H34AsOW
Method: DFT, ωB97M-V/def2-TZVPD

The charge is +1. The spin multiplicity is 3. The calculation puts the total energy at -98435.6505 eV.

Structure (XYZ):
```
69
Properties=species:S:1:pos:R:3:nbo_charge:R:1
C -2.073 -1.492 -2.003 0.176
C -3.118 -1.093 -1.036 -0.683
C -1.806 -0.725 -3.229 -0.681
C -1.393 -2.780 -1.753 -0.686
H -2.082 -1.289 -4.133 0.234
H -0.743 -0.465 -3.356 0.227
H -2.350 0.223 -3.254 0.218
H -4.023 -1.731 -1.080 0.240
H -3.447 -0.062 -1.196 0.215
H -2.748 -1.155 0.004 0.227
H -2.024 -3.657 -1.990 0.241
H -1.123 -2.878 -0.690 0.224
H -0.471 -2.883 -2.331 0.215
C 0.370 2.310 0.252 -0.335
C -0.066 2.382 -1.120 -0.314
C -1.416 1.870 -1.177 -0.349
H 0.466 2.864 -1.936 0.259
C -1.818 1.544 0.157 -0.146
C -0.719 1.759 1.030 -0.294
H -0.743 1.635 2.105 0.289
H 1.289 2.713 0.657 0.259
H -2.060 1.927 -2.051 0.257
H -2.805 1.231 0.482 0.244
C 1.956 -0.846 0.309 -0.237
C 2.444 0.386 -0.243 -0.299
C 2.144 0.399 -1.641 -0.301
H 3.007 1.127 0.311 0.268
C 1.456 -0.826 -1.962 -0.407
C 1.382 -1.611 -0.749 -0.338
H 1.090 -2.648 -0.676 0.271
H 2.116 -1.215 1.311 0.279
H 2.468 1.140 -2.369 0.264
H 1.223 -1.177 -2.960 0.262
W 0.284 0.219 -0.556 1.161
O 0.974 0.269 2.575 -1.193
As 1.875 0.639 3.943 1.894
C 0.836 2.110 4.698 -0.390
C 0.129 1.980 5.902 -0.202
C -0.881 2.906 6.212 -0.201
C -1.051 4.055 5.426 -0.192
C -0.301 4.216 4.254 -0.213
C 0.645 3.246 3.899 -0.160
C 1.846 -1.110 4.797 -0.256
C 2.707 -2.130 4.366 -0.242
C 2.490 -3.449 4.788 -0.188
C 1.424 -3.741 5.645 -0.194
C 0.569 -2.713 6.071 -0.195
C 0.726 -1.410 5.581 -0.236
C 3.645 1.336 3.437 -0.293
C 4.627 0.468 2.946 -0.239
C 5.853 0.975 2.489 -0.192
C 6.071 2.357 2.461 -0.192
C 5.117 3.219 3.020 -0.203
C 3.927 2.703 3.557 -0.239
H 0.361 1.166 6.590 0.224
H -1.539 2.729 7.068 0.230
H -1.761 4.827 5.725 0.230
H -0.459 5.072 3.591 0.227
H 1.236 3.377 2.992 0.209
H 3.537 -1.921 3.697 0.208
H 3.140 -4.246 4.420 0.226
H 1.254 -4.768 5.975 0.229
H -0.248 -2.929 6.756 0.227
H -0.021 -0.640 5.779 0.224
H 4.458 -0.605 2.908 0.210
H 6.630 0.284 2.151 0.228
H 6.982 2.754 2.005 0.231
H 5.296 4.295 3.039 0.230
H 3.222 3.363 4.058 0.232
```

No. 2
Molecular formula: C32H34BiFN6O6S5
Method: DFT, ωB97M-V/def2-TZVPD

The calculation puts the total energy at -117698.3421 eV.

Structure (XYZ):
```
85
Properties=species:S:1:pos:R:3:mulliken_charge:R:1
Bi -0.580 0.727 0.028 2.741
C 2.898 -0.274 -0.529 -0.722
C 3.294 -0.198 0.948 -1.203
C 2.382 -0.842 1.964 0.391
C 2.899 -1.780 2.849 -1.214
C 2.098 -2.289 3.860 -0.566
C 0.798 -1.832 3.969 -0.958
C 0.350 -0.908 3.037 -0.563
N 1.107 -0.437 2.046 0.742
N 2.088 0.841 -1.056 1.284
C 2.691 2.149 -0.812 -1.914
C 2.356 2.787 0.515 0.604
C 3.185 3.794 0.997 -1.212
C 2.870 4.414 2.192 -0.566
C 1.749 3.988 2.886 -0.956
C 0.985 2.974 2.339 -0.724
N 1.266 2.395 1.169 1.339
C 1.955 0.663 -2.506 -1.347
C 1.185 -0.571 -2.893 0.325
C 1.692 -1.505 -3.784 -0.954
C 0.904 -2.586 -4.143 -0.607
C -0.365 -2.699 -3.601 -1.198
C -0.790 -1.725 -2.713 -0.484
N -0.035 -0.685 -2.367 0.381
H 2.357 -1.203 -0.711 -0.062
H 3.829 -0.322 -1.118 0.525
H 3.447 0.840 1.250 0.428
H 4.270 -0.675 1.044 0.541
H 3.928 -2.101 2.749 0.529
H 2.488 -3.030 4.547 0.449
H 0.121 -2.193 4.729 0.475
H -0.673 -0.555 3.074 0.639
H 2.331 2.835 -1.581 0.688
H 3.786 2.097 -0.913 0.277
H 4.063 4.081 0.433 0.506
H 3.492 5.210 2.578 0.428
H 1.460 4.431 3.829 0.475
H 0.100 2.608 2.845 0.530
H 2.946 0.636 -2.984 0.324
H 1.419 1.529 -2.902 0.587
H 2.692 -1.385 -4.180 0.475
H 1.279 -3.332 -4.831 0.418
H -1.013 -3.528 -3.850 0.477
H -1.766 -1.768 -2.242 0.805
O -1.426 7.500 1.486 -0.579
C -1.395 6.345 1.162 0.580
S -0.746 5.764 -0.382 -0.169
C -1.106 4.063 -0.145 0.359
C -1.714 3.723 1.005 0.099
S -2.184 2.115 1.542 -0.540
S -2.079 5.024 2.126 -0.149
S -0.598 2.994 -1.442 -0.667
C -4.405 3.583 -2.672 -1.230
C -4.119 2.483 -1.663 0.336
S -3.115 1.179 -2.400 0.355
O -2.617 0.334 -1.234 -0.510
C -4.423 0.143 -3.096 -0.597
C -5.265 -0.577 -2.057 -1.108
H -4.985 4.373 -2.196 0.408
H -4.979 3.223 -3.528 0.303
H -3.474 4.017 -3.035 0.304
H -5.017 2.034 -1.239 0.369
H -3.503 2.844 -0.841 -0.368
H -3.897 -0.564 -3.740 0.426
H -5.007 0.800 -3.745 0.458
H -4.625 -1.064 -1.322 0.220
H -5.878 -1.334 -2.547 0.382
H -5.934 0.100 -1.528 0.330
F 0.419 -6.274 3.906 -0.338
C 0.730 -5.532 2.835 0.375
C -0.204 -4.824 2.193 -0.214
N 0.099 -4.037 1.101 0.341
C -0.939 -3.240 0.445 0.097
C -1.683 -2.288 1.403 0.191
O -2.034 -2.727 2.496 -0.706
O -1.891 -1.120 0.947 -0.575
C 1.379 -3.969 0.603 0.292
O 1.703 -3.300 -0.366 -0.705
N 2.302 -4.737 1.279 0.064
C 2.121 -5.509 2.426 0.195
O 3.050 -6.066 2.966 -0.658
H -1.232 -4.786 2.519 0.558
H -1.669 -3.908 -0.021 0.315
H -0.439 -2.680 -0.335 -0.618
H 3.247 -4.677 0.928 0.238
```

No. 3
Molecular formula: C32H34FeN4O2P2S
Method: DFT, ωB97M-V/def2-TZVPD

The charge is +3. The spin multiplicity is 6. The calculation puts the total energy at -107571.0323 eV.

Structure (XYZ):
```
76
Properties=species:S:1:pos:R:3:nbo_charge:R:1
Fe 1.830 -0.500 0.845 1.829
O 0.141 -0.005 1.667 -1.167
P -1.247 0.373 1.064 1.955
C -0.961 1.844 0.037 -1.172
P 0.310 1.585 -1.240 1.968
O 1.413 0.700 -0.600 -1.165
C 0.979 3.166 -1.682 -0.413
C 1.410 4.033 -0.668 -0.207
C 1.957 5.260 -0.993 -0.198
C 2.073 5.630 -2.331 -0.139
C 1.652 4.775 -3.338 -0.176
C 1.105 3.540 -3.019 -0.179
C -0.422 0.775 -2.635 -0.508
C 0.085 -0.441 -3.086 -0.164
C -0.494 -1.053 -4.188 -0.195
C -1.564 -0.449 -4.835 -0.145
C -2.067 0.768 -4.386 -0.210
C -1.500 1.383 -3.285 -0.128
C -1.834 -0.921 -0.005 -0.515
C -2.893 -0.665 -0.880 -0.113
C -3.326 -1.658 -1.740 -0.202
C -2.709 -2.904 -1.732 -0.147
C -1.665 -3.165 -0.855 -0.190
C -1.229 -2.177 0.015 -0.194
C -2.409 0.773 2.328 -0.428
C -2.188 1.888 3.147 -0.180
C -3.095 2.194 4.142 -0.194
C -4.221 1.396 4.323 -0.128
C -4.441 0.289 3.516 -0.196
C -3.537 -0.030 2.515 -0.165
H -0.640 2.652 0.701 0.294
H -1.895 2.166 -0.430 0.312
H 1.296 3.766 0.379 0.196
H 2.276 5.938 -0.214 0.244
H 2.489 6.596 -2.584 0.251
H 1.743 5.071 -4.374 0.250
H 0.780 2.876 -3.809 0.240
H 0.928 -0.903 -2.587 0.220
H -0.105 -1.995 -4.549 0.242
H -2.005 -0.925 -5.701 0.249
H -2.895 1.237 -4.900 0.250
H -1.887 2.340 -2.950 0.221
H -3.390 0.299 -0.887 0.221
H -4.151 -1.465 -2.413 0.248
H -3.055 -3.678 -2.404 0.248
H -1.203 -4.143 -0.833 0.240
H -0.452 -2.410 0.735 0.217
H -1.312 2.513 3.014 0.210
H -2.933 3.055 4.777 0.247
H -4.932 1.643 5.099 0.250
H -5.319 -0.324 3.663 0.249
H -3.710 -0.892 1.884 0.233
N 3.472 0.868 1.306 -0.677
N 4.500 0.762 0.354 -0.420
C 4.612 -0.312 -0.450 0.350
N 5.652 -0.366 -1.254 -0.706
S 3.487 -1.606 -0.444 -0.160
H 3.066 1.801 1.232 0.418
H 3.864 0.761 2.242 0.411
H 5.212 1.481 0.367 0.426
H 6.382 0.333 -1.267 0.433
H 5.758 -1.151 -1.881 0.452
N 1.999 -1.624 2.670 -0.906
C 1.359 -2.943 2.570 0.076
C 1.746 -3.829 1.575 -0.218
C 1.100 -5.056 1.472 -0.192
C 0.079 -5.382 2.351 -0.177
C -0.292 -4.488 3.349 -0.160
C 0.351 -3.265 3.466 -0.238
H 1.405 -1.060 3.278 0.418
H 2.902 -1.712 3.134 0.415
H 2.577 -3.607 0.923 0.212
H 1.412 -5.763 0.714 0.244
H -0.416 -6.340 2.275 0.250
H -1.074 -4.750 4.049 0.249
H 0.066 -2.572 4.249 0.232
```

> What is the formula in the second record?

C32H34BiFN6O6S5

> Number 1 is which compound?

C32H34AsOW